Record 1
Computed, not measured: a 2-piece molecular cluster, C14H25N4O7 overall at a distorted geometry, with wB97M-V/def2-TZVPD.

Each atom is followed by the atoms it is bonded to, with distances in Å.
Atoms and positions in Å:
1 O 0.2022 4.7397 -3.0788  C8 1.221
2 O 1.2023 1.2425 -4.1813  C9 1.230
3 O -1.8041 -1.8872 6.0607  C20 1.417, H26 0.972
4 O -2.0863 -1.6482 3.8228  C19 1.434, C20 1.429
5 O -1.1854 -3.7317 0.9185  C21 1.434, H27 0.985
6 O -0.5201 -4.4690 5.6264  C22 1.437, H28 0.978
7 O -1.6024 -5.1272 3.2124  C23 1.433, H29 0.981
8 C 0.9032 4.7936 -2.0802  O1 1.221, N15 1.337, C17 1.510
9 C 1.7060 2.1339 -3.5005  O2 1.230, N14 1.339, C25 1.553
10 C -0.6293 -0.4242 -0.5887  C11 1.368, N13 1.386, H30 1.084
11 C -0.3865 0.3543 -1.6875  C10 1.368, N16 1.381, C24 1.515
12 C -0.6100 -1.7387 -2.3781  N13 1.350, N16 1.349, H31 1.087
13 N -0.7689 -1.7283 -1.0371  C10 1.386, C12 1.350, H32 1.027
14 N 2.6421 2.9502 -3.9996  C9 1.339, C18 1.464, H33 1.006
15 N 1.4451 3.7065 -1.5209  C8 1.337, C25 1.479, H34 1.009
16 N -0.3740 -0.4765 -2.7902  C11 1.381, C12 1.349, H35 1.024
17 C 1.2027 6.1235 -1.4301  C8 1.510, H36 1.088, H37 1.090, H38 1.088
18 C 3.1409 2.8961 -5.3746  N14 1.464, H39 1.092, H40 1.091, H41 1.092
19 C -2.2515 -2.2639 2.5386  O4 1.434, C21 1.536, H42 1.096, H43 1.094
20 C -1.9092 -2.6214 4.8534  O3 1.417, O4 1.429, C22 1.536, H44 1.097
21 C -0.9798 -3.0357 2.1558  O5 1.434, C19 1.536, C23 1.536, H45 1.095
22 C -0.6268 -3.4369 4.6325  O6 1.437, C20 1.536, C23 1.534, H46 1.095
23 C -0.6340 -4.0714 3.2359  O7 1.433, C21 1.536, C22 1.534, H47 1.095
24 C -0.1710 1.8535 -1.7024  C11 1.515, C25 1.550, H48 1.093, H49 1.092
25 C 1.2695 2.3263 -2.0229  C9 1.553, N15 1.479, C24 1.550, H50 1.090
26 H -2.4817 -1.1903 6.0543  O3 0.972
27 H -1.6014 -4.5928 1.1547  O5 0.985
28 H -0.5528 -4.0618 6.5154  O6 0.978
29 H -1.4698 -5.6608 4.0248  O7 0.981
30 H -0.7054 -0.0766 0.4355  C10 1.084
31 H -0.6271 -2.6195 -3.0151  C12 1.087
32 H -0.9466 -2.5478 -0.4449  N13 1.027
33 H 2.9743 3.6946 -3.4097  N14 1.006
34 H 2.0045 3.8492 -0.6933  N15 1.009
35 H -0.1017 -0.1618 -3.7261  N16 1.024
36 H 2.2742 6.3123 -1.4508  C17 1.088
37 H 0.6908 6.9093 -1.9857  C17 1.090
38 H 0.8439 6.1218 -0.4027  C17 1.088
39 H 3.4406 1.8768 -5.6276  C18 1.092
40 H 3.9996 3.5592 -5.4942  C18 1.091
41 H 2.3530 3.2076 -6.0638  C18 1.092
42 H -3.1117 -2.9432 2.5561  C19 1.096
43 H -2.4544 -1.4915 1.7915  C19 1.094
44 H -2.7726 -3.2971 4.8883  C20 1.097
45 H -0.1509 -2.3258 2.0655  C21 1.095
46 H 0.2333 -2.7633 4.7136  C22 1.095
47 H 0.3580 -4.4889 3.0325  C23 1.095
48 H -0.8551 2.2934 -2.4322  C24 1.093
49 H -0.4616 2.2409 -0.7240  C24 1.092
50 H 1.9459 1.6964 -1.4461  C25 1.090

Its net charge is +1. The gap between HOMO and LUMO is 10.02 eV. Its molecular weight is 361.4 g mol⁻¹.

---

Record 2
Computed, not measured: an isolated ion of composition C14H25OP2 and charge -1 at a distorted geometry, with wB97M-V/def2-TZVPD.

Each atom is followed by the atoms it is bonded to, with distances in Å.
Atoms and positions in Å:
1 C -4.8397 0.4668 -2.2824  C2 1.488, H18 1.172, H19 1.190
2 C -3.5923 -0.1806 -1.7934  C1 1.488, P3 1.946, H20 1.172
3 P -1.8561 0.6945 -1.7187  C2 1.946, C4 1.909, P15 2.180, H21 1.446, H22 1.458, H23 1.461
4 C -2.0689 0.7532 0.1778  P3 1.909, C5 1.639, H24 1.194, H25 1.170
5 C -0.7140 0.4337 1.0432  C4 1.639, C6 1.672, O7 1.484, H26 1.170
6 C -1.0186 -0.9622 1.9126  C5 1.672, H27 1.194, H28 1.170, H29 1.170
7 O -0.3825 1.4575 2.0656  C5 1.484, C8 1.471
8 C 0.8557 2.1783 1.7327  O7 1.471, C9 1.660, H30 1.192, H31 1.194
9 C 2.2398 1.3028 2.0055  C8 1.660, C10 1.644, C14 1.667
10 C 2.2184 -0.0097 2.9950  C9 1.644, C11 1.642, H32 1.188
11 C 3.4918 -0.9945 3.3204  C10 1.642, C12 1.644, H33 1.190
12 C 4.9256 -0.6588 2.5896  C11 1.644, C13 1.656, H34 1.188
13 C 5.0073 0.6664 1.6002  C12 1.656, C14 1.669, H35 1.189
14 C 3.6996 1.6546 1.2827  C9 1.667, C13 1.669, H36 1.184
15 P -0.9682 -1.2962 -1.7208  P3 2.180, C16 1.935, C17 1.948
16 C -1.5302 -2.3140 -3.2674  P15 1.935, H37 1.193, H38 1.170, H39 1.170
17 C 0.9193 -0.9703 -2.0767  P15 1.948, H40 1.175, H41 1.193, H42 1.170
18 H -4.9192 1.2556 -3.1450  C1 1.172
19 H -5.8571 0.1092 -1.7788  C1 1.190
20 H -3.6000 -1.2972 -1.4364  C2 1.172
21 H -0.5731 1.3546 -1.6299  P3 1.446
22 H -1.7528 0.7189 -3.1731  P3 1.458
23 H -2.5101 1.9970 -1.8253  P3 1.461
24 H -2.3745 1.8759 0.4450  C4 1.194
25 H -3.0008 0.0984 0.4477  C4 1.170
26 H 0.2182 0.3420 0.3419  C5 1.170
27 H -1.0678 -0.7054 3.0773  C6 1.194
28 H -2.0456 -1.4541 1.6432  C6 1.170
29 H -0.1672 -1.7272 1.6699  C6 1.170
30 H 0.9443 3.2410 2.2645  C8 1.192
31 H 0.8112 2.4285 0.5664  C8 1.194
32 H 1.1859 -0.2827 3.5144  C10 1.188
33 H 3.3030 -1.9267 4.0360  C11 1.190
34 H 5.8407 -1.3862 2.7999  C12 1.188
35 H 6.0609 0.8562 1.0838  C13 1.189
36 H 3.8330 2.5664 0.5390  C14 1.184
37 H -0.7269 -2.1023 -4.1238  C16 1.193
38 H -2.5617 -1.9628 -3.6940  C16 1.170
39 H -1.4571 -3.4547 -3.0178  C16 1.170
40 H 1.0822 -0.1541 -2.9065  C17 1.175
41 H 1.4379 -1.9820 -2.4390  C17 1.193
42 H 1.5098 -0.6298 -1.1257  C17 1.170

Its net charge is -1. The gap between HOMO and LUMO is 5.50 eV. Its molecular weight is 271.3 g mol⁻¹.

---

Q: Which formula does entry 2 have?
A: C14H25OP2

---

What did the second record say?
Computed, not measured: an isolated ion of composition C14H25OP2 and charge -1 at a distorted geometry, with wB97M-V/def2-TZVPD.

Each atom is followed by the atoms it is bonded to, with distances in Å.
Atoms and positions in Å:
1 C -4.8397 0.4668 -2.2824  C2 1.488, H18 1.172, H19 1.190
2 C -3.5923 -0.1806 -1.7934  C1 1.488, P3 1.946, H20 1.172
3 P -1.8561 0.6945 -1.7187  C2 1.946, C4 1.909, P15 2.180, H21 1.446, H22 1.458, H23 1.461
4 C -2.0689 0.7532 0.1778  P3 1.909, C5 1.639, H24 1.194, H25 1.170
5 C -0.7140 0.4337 1.0432  C4 1.639, C6 1.672, O7 1.484, H26 1.170
6 C -1.0186 -0.9622 1.9126  C5 1.672, H27 1.194, H28 1.170, H29 1.170
7 O -0.3825 1.4575 2.0656  C5 1.484, C8 1.471
8 C 0.8557 2.1783 1.7327  O7 1.471, C9 1.660, H30 1.192, H31 1.194
9 C 2.2398 1.3028 2.0055  C8 1.660, C10 1.644, C14 1.667
10 C 2.2184 -0.0097 2.9950  C9 1.644, C11 1.642, H32 1.188
11 C 3.4918 -0.9945 3.3204  C10 1.642, C12 1.644, H33 1.190
12 C 4.9256 -0.6588 2.5896  C11 1.644, C13 1.656, H34 1.188
13 C 5.0073 0.6664 1.6002  C12 1.656, C14 1.669, H35 1.189
14 C 3.6996 1.6546 1.2827  C9 1.667, C13 1.669, H36 1.184
15 P -0.9682 -1.2962 -1.7208  P3 2.180, C16 1.935, C17 1.948
16 C -1.5302 -2.3140 -3.2674  P15 1.935, H37 1.193, H38 1.170, H39 1.170
17 C 0.9193 -0.9703 -2.0767  P15 1.948, H40 1.175, H41 1.193, H42 1.170
18 H -4.9192 1.2556 -3.1450  C1 1.172
19 H -5.8571 0.1092 -1.7788  C1 1.190
20 H -3.6000 -1.2972 -1.4364  C2 1.172
21 H -0.5731 1.3546 -1.6299  P3 1.446
22 H -1.7528 0.7189 -3.1731  P3 1.458
23 H -2.5101 1.9970 -1.8253  P3 1.461
24 H -2.3745 1.8759 0.4450  C4 1.194
25 H -3.0008 0.0984 0.4477  C4 1.170
26 H 0.2182 0.3420 0.3419  C5 1.170
27 H -1.0678 -0.7054 3.0773  C6 1.194
28 H -2.0456 -1.4541 1.6432  C6 1.170
29 H -0.1672 -1.7272 1.6699  C6 1.170
30 H 0.9443 3.2410 2.2645  C8 1.192
31 H 0.8112 2.4285 0.5664  C8 1.194
32 H 1.1859 -0.2827 3.5144  C10 1.188
33 H 3.3030 -1.9267 4.0360  C11 1.190
34 H 5.8407 -1.3862 2.7999  C12 1.188
35 H 6.0609 0.8562 1.0838  C13 1.189
36 H 3.8330 2.5664 0.5390  C14 1.184
37 H -0.7269 -2.1023 -4.1238  C16 1.193
38 H -2.5617 -1.9628 -3.6940  C16 1.170
39 H -1.4571 -3.4547 -3.0178  C16 1.170
40 H 1.0822 -0.1541 -2.9065  C17 1.175
41 H 1.4379 -1.9820 -2.4390  C17 1.193
42 H 1.5098 -0.6298 -1.1257  C17 1.170

Its net charge is -1. The gap between HOMO and LUMO is 5.50 eV. Its molecular weight is 271.3 g mol⁻¹.